ORCA calculation (ωB97M-V/def2-TZVPD) on a structure of composition C37H53Cl2N7O3PTl.

## Properties
multiplicity: 1
E: -94815.303 eV
lowest unoccupied orbital energy (alpha / beta): -7.6 / -7.7 eV
charge: +2

Structure (XYZ):
```
104
Properties=species:S:1:pos:R:3:forces:R:3
Tl 0.350 -0.172 -0.192 -0.463 -0.094 0.147
Cl 7.422 1.959 3.292 0.223 0.058 0.034
C 5.849 1.530 2.859 -0.136 0.012 -0.163
C 5.008 0.940 3.810 0.138 0.032 -0.053
C 3.730 0.621 3.456 -0.096 0.037 -0.328
Cl 2.701 -0.111 4.599 -0.175 0.004 -0.018
C 3.185 0.905 2.109 0.148 0.101 0.282
O 1.984 0.743 1.875 0.102 -0.110 -0.104
C 4.152 1.441 1.140 -0.419 -0.143 -0.089
C 3.856 1.643 -0.300 -0.084 0.014 0.140
O 2.902 1.202 -0.889 -0.219 -0.393 -0.130
C 5.408 1.760 1.530 0.576 0.071 0.326
H 5.368 0.740 4.812 0.002 0.044 -0.085
H 4.614 2.232 -0.845 0.061 0.015 0.081
H 6.102 2.184 0.809 -0.009 -0.024 0.150
N 2.203 -1.959 0.259 -0.071 0.067 -0.085
C 2.271 -2.758 1.507 -0.100 0.179 -0.025
C 1.176 -3.810 1.582 0.062 0.029 -0.140
C -0.166 -3.293 2.050 -0.051 0.165 -0.125
N -0.762 -2.377 1.055 0.133 0.039 -0.088
H 2.269 -2.565 -0.560 -0.007 0.008 0.097
H 2.988 -1.321 0.211 0.139 0.005 -0.049
H 2.184 -2.071 2.358 0.017 -0.033 -0.118
H 3.239 -3.254 1.585 0.117 0.028 -0.051
H 1.492 -4.588 2.277 0.038 -0.044 -0.009
H 1.069 -4.289 0.599 0.028 -0.055 0.081
H -0.037 -2.747 2.987 -0.014 0.003 0.002
H -0.819 -4.139 2.258 -0.137 -0.096 0.009
H -1.711 -2.140 1.319 -0.103 -0.044 -0.028
H -0.820 -2.851 0.156 -0.095 -0.065 0.070
C -0.496 3.038 -3.322 -0.092 0.025 0.100
C -1.683 2.968 -2.380 0.134 -0.008 -0.113
C -2.330 4.125 -1.949 0.107 0.026 -0.034
C -3.456 4.057 -1.142 -0.016 0.045 -0.009
C -3.951 2.820 -0.757 -0.093 -0.138 0.044
C -3.320 1.638 -1.142 -0.071 -0.091 0.012
C -3.871 0.280 -0.769 -0.017 0.136 -0.038
C -2.186 1.732 -1.955 0.017 -0.063 -0.132
N -1.493 0.540 -2.295 0.294 0.191 0.567
C -1.672 -0.105 -3.362 -0.161 -0.103 -0.378
C -2.651 0.297 -4.433 0.109 -0.137 -0.023
C -0.847 -1.380 -3.564 -0.136 0.037 -0.333
C -0.880 -2.051 -4.911 -0.076 0.147 0.042
N -0.186 -1.803 -2.575 0.384 -0.268 0.625
C 0.621 -2.989 -2.623 -0.172 0.148 -0.179
C 1.960 -2.869 -3.023 0.049 0.140 -0.025
C 2.480 -1.556 -3.558 0.063 -0.197 -0.076
C 2.778 -3.993 -2.954 0.090 0.107 -0.034
C 2.282 -5.213 -2.513 0.053 -0.031 -0.019
C 0.948 -5.319 -2.165 -0.161 -0.058 0.068
C 0.091 -4.217 -2.218 -0.152 -0.023 0.081
C -1.374 -4.397 -1.871 0.187 -0.012 0.048
H -0.040 4.031 -3.306 -0.058 -0.095 0.018
H -0.808 2.851 -4.354 0.013 -0.016 0.058
H 0.269 2.292 -3.080 -0.055 0.076 -0.007
H -1.953 5.092 -2.269 -0.038 -0.106 0.020
H -3.962 4.967 -0.838 0.054 -0.106 -0.025
H -4.866 2.764 -0.170 0.132 0.008 -0.051
H -4.640 0.366 0.002 0.068 -0.006 -0.108
H -3.076 -0.382 -0.406 -0.061 0.032 -0.033
H -4.329 -0.214 -1.632 0.032 0.044 0.050
H -3.179 1.204 -4.147 0.007 -0.019 -0.013
H -3.380 -0.498 -4.607 0.056 0.028 0.005
H -2.135 0.472 -5.381 -0.032 -0.033 0.060
H -1.901 -2.334 -5.184 0.062 0.044 0.029
H -0.259 -2.944 -4.911 -0.017 0.019 -0.008
H -0.517 -1.369 -5.687 -0.061 -0.038 0.079
H 2.254 -0.723 -2.893 -0.021 0.107 0.100
H 2.029 -1.321 -4.528 0.037 -0.019 0.099
H 3.561 -1.597 -3.703 -0.111 -0.009 0.022
H 3.814 -3.913 -3.272 -0.127 0.010 0.044
H 2.928 -6.083 -2.473 -0.071 0.103 0.001
H 0.547 -6.281 -1.856 0.032 0.121 -0.048
H -1.767 -5.290 -2.357 0.005 0.011 -0.021
H -1.985 -3.552 -2.179 0.000 0.025 -0.005
H -1.523 -4.546 -0.796 0.030 -0.026 -0.075
C 1.601 3.842 0.170 -0.040 -0.140 -0.061
O 0.654 2.807 -0.117 0.257 0.213 -0.161
H 1.115 4.810 0.295 -0.065 0.013 0.008
H 2.361 3.930 -0.614 -0.103 -0.028 0.049
H 2.094 3.586 1.110 -0.063 -0.021 -0.049
H 0.227 3.016 -0.954 -0.105 0.075 0.004
C -2.694 0.842 4.753 0.125 0.082 -0.341
N -1.246 0.732 4.563 0.044 0.029 0.125
C -0.654 2.078 4.613 -0.201 -0.192 -0.292
N -1.245 3.000 3.643 -0.139 -0.029 0.021
C -2.693 3.054 3.847 0.078 -0.277 -0.209
N -3.326 1.726 3.765 0.177 0.117 0.186
C -3.341 1.180 2.428 0.191 -0.139 -0.117
P -1.557 0.935 1.828 0.391 0.404 0.440
C -0.918 0.018 3.333 -0.360 0.229 -0.187
C -0.908 2.638 2.272 -0.254 -0.256 0.126
H -2.875 1.256 5.742 -0.049 0.031 0.067
H -3.151 -0.147 4.699 0.016 -0.010 -0.005
H 0.415 2.007 4.422 0.093 -0.047 0.017
H -0.810 2.480 5.613 -0.018 0.009 0.042
H -3.140 3.714 3.104 -0.007 -0.002 -0.003
H -2.886 3.456 4.839 -0.038 0.023 0.066
H -3.847 1.853 1.740 0.005 0.063 0.000
H -3.854 0.219 2.415 -0.024 -0.037 0.023
H 0.156 -0.093 3.225 0.178 -0.010 0.054
H -1.369 -0.977 3.361 0.005 0.038 0.047
H -1.330 3.357 1.570 -0.011 0.049 -0.020
H 0.167 2.630 2.135 0.095 -0.021 0.052
```
Forces are in eV/Å.

Löwdin population analysis, charges in e, atoms 1 to 2: number 1, Tl, carries 0.9675; number 2, Cl, carries 0.8332